[1]
Formula: C32H41FeN4O4S2Si
Source: the OMol25 dataset
Level of theory: ωB97M-V/def2-TZVPD

Results
Total energy in eV: -111938.2040
2S+1: 5
Charge: -1
Expectation value of S²: 6.17
Energy above the lowest of the compared OMol25 structures with the same formula, charge and spin in eV: 1.390

Last column: Mulliken spin population.
Positions of all 85 atoms, in Å:
Fe  -0.307  -0.716  -0.070  1.96
C  3.043  3.604  -1.590  0.00
S  3.323  2.855  0.022  0.03
C  2.041  1.641  0.058  0.16
S  0.507  1.934  -0.798  0.03
N  2.291  0.625  0.800  -0.11
N  1.371  -0.335  1.018  0.16
C  1.891  -1.372  1.688  0.25
C  1.083  -2.496  1.901  0.09
C  1.549  -3.672  2.547  0.09
C  0.705  -4.734  2.692  -0.01
C  -0.608  -4.643  2.196  0.19
C  -0.983  -3.470  1.573  -0.09
N  -0.192  -2.413  1.427  0.16
H  3.971  4.111  -1.845  0.00
H  2.841  2.842  -2.341  0.00
H  2.228  4.325  -1.572  0.00
H  2.927  -1.340  2.007  0.02
H  2.570  -3.711  2.899  0.00
H  1.050  -5.643  3.173  0.00
H  -1.303  -5.465  2.273  0.01
H  -1.980  -3.368  1.170  0.01
C  1.944  -2.605  -3.001  0.00
C  0.935  -2.240  -1.917  0.01
O  0.172  -3.103  -1.495  0.01
O  0.993  -1.035  -1.502  -0.02
H  1.431  -3.108  -3.820  0.00
H  2.660  -3.311  -2.581  0.00
H  2.474  -1.731  -3.371  0.00
O  -2.033  -0.043  1.317  0.12
C  -3.093  -0.473  1.771  -0.02
C  -4.435  0.202  1.652  0.03
C  -4.748  0.755  3.072  0.00
C  -3.527  0.977  3.991  0.00
C  -2.982  -0.266  4.721  0.00
C  -2.252  -1.273  3.825  0.00
N  -3.086  -1.539  2.658  -0.01
H  -5.195  -0.507  1.321  0.00
H  -4.393  0.982  0.899  -0.01
H  -5.453  0.094  3.587  0.00
H  -5.262  1.711  2.948  0.00
H  -3.816  1.709  4.750  0.00
H  -2.723  1.444  3.419  0.00
H  -3.828  -0.776  5.200  0.00
H  -2.316  0.049  5.530  0.00
H  -2.043  -2.208  4.346  0.00
H  -1.298  -0.891  3.451  0.00
H  -4.027  -1.808  2.929  0.00
C  -2.006  3.704  -0.005  -0.01
Si  -0.242  3.466  0.520  0.02
C  -0.057  2.864  2.271  0.02
C  0.617  5.134  0.321  0.00
C  1.671  5.531  1.147  0.00
C  2.235  6.792  1.044  0.00
C  1.753  7.693  0.107  0.00
C  0.705  7.326  -0.722  0.00
C  0.145  6.063  -0.607  0.00
H  -2.476  4.503  0.564  0.00
H  -2.550  2.781  0.144  0.01
H  -2.079  3.945  -1.064  0.00
H  -0.480  3.576  2.976  0.00
H  0.996  2.720  2.509  0.00
H  -0.547  1.893  2.385  -0.02
H  2.074  4.837  1.871  0.00
H  3.054  7.069  1.694  0.00
H  2.193  8.677  0.025  0.00
H  0.324  8.020  -1.457  0.00
H  -0.668  5.800  -1.267  0.00
C  -3.102  -2.638  -1.172  -0.05
C  -2.944  -1.146  -1.305  0.28
O  -1.757  -0.670  -1.331  0.14
C  -4.059  -0.291  -1.400  -0.03
C  -5.399  -0.773  -1.371  0.22
C  -6.467  0.093  -1.404  -0.13
C  -6.277  1.474  -1.476  0.28
C  -4.966  1.963  -1.523  -0.14
C  -3.886  1.118  -1.489  0.22
H  -3.671  -2.925  -0.282  0.02
H  -2.113  -3.083  -1.139  0.02
H  -3.633  -3.067  -2.026  0.01
H  -5.582  -1.837  -1.307  0.04
H  -7.475  -0.309  -1.373  -0.01
H  -7.120  2.149  -1.504  0.03
H  -4.800  3.032  -1.586  -0.01
H  -2.873  1.500  -1.523  0.03

=====

[2]
Formula: C32H41FeN4O4S2Si
Source: the OMol25 dataset
Level of theory: ωB97M-V/def2-TZVPD

Results
Total energy in eV: -111938.8697
2S+1: 5
Charge: -1
Expectation value of S²: 6.10
Energy above the lowest of the compared OMol25 structures with the same formula, charge and spin in eV: 0.724

Last column: Mulliken spin population.
Positions of all 85 atoms, in Å:
Fe  -0.163  -0.174  0.455  2.58
C  3.220  -2.274  4.442  0.00
S  1.552  -2.848  4.065  0.02
C  0.959  -1.578  2.987  0.06
S  -0.672  -1.751  2.509  0.06
N  1.811  -0.642  2.664  -0.04
N  1.301  0.250  1.770  0.13
C  2.095  1.264  1.441  0.10
C  1.587  2.149  0.467  0.11
C  2.233  3.349  0.073  0.00
C  1.651  4.158  -0.859  0.03
C  0.407  3.785  -1.418  0.08
C  -0.158  2.606  -1.003  0.01
N  0.391  1.784  -0.095  0.04
H  3.699  -3.075  5.006  0.00
H  3.775  -2.078  3.528  0.00
H  3.200  -1.365  5.041  0.00
H  3.066  1.398  1.907  0.00
H  3.187  3.601  0.520  0.00
H  2.142  5.073  -1.172  0.00
H  -0.085  4.392  -2.164  0.01
H  -1.109  2.273  -1.409  0.00
C  -3.241  -1.649  -0.134  0.01
C  -2.970  -0.673  -1.234  0.00
O  -3.816  -0.071  -1.840  0.00
O  -1.645  -0.555  -1.536  0.01
H  -4.266  -1.526  0.207  0.00
H  -2.535  -1.526  0.685  -0.01
H  -3.104  -2.658  -0.529  0.00
O  -2.162  0.962  1.041  0.03
C  -2.524  1.552  2.042  0.02
C  -1.841  1.474  3.376  0.01
C  -0.853  2.657  3.401  -0.02
C  -1.448  4.048  3.127  0.00
C  -1.803  4.323  1.655  0.00
C  -3.124  3.692  1.164  0.00
N  -3.517  2.535  1.976  0.00
H  -1.316  0.526  3.481  0.00
H  -2.579  1.585  4.177  0.00
H  -0.077  2.454  2.659  0.01
H  -0.359  2.658  4.374  0.00
H  -0.698  4.785  3.423  0.00
H  -2.313  4.232  3.779  0.00
H  -0.975  3.964  1.045  0.00
H  -1.855  5.403  1.491  0.00
H  -3.042  3.373  0.126  0.00
H  -3.943  4.411  1.222  0.00
H  -3.751  2.847  2.908  0.00
C  -2.350  -0.071  -4.367  0.00
Si  -1.051  -0.609  -3.141  0.01
C  -0.604  -2.398  -3.391  0.01
C  0.445  0.493  -3.364  0.02
C  0.403  1.505  -4.328  -0.01
C  1.512  2.293  -4.599  0.00
C  2.689  2.088  -3.898  0.00
C  2.753  1.087  -2.940  0.02
C  1.649  0.289  -2.684  0.06
H  -1.924  -0.106  -5.372  0.00
H  -2.715  0.936  -4.170  0.00
H  -3.211  -0.737  -4.329  0.00
H  -0.373  -2.601  -4.439  0.00
H  -1.423  -3.052  -3.087  0.00
H  0.265  -2.656  -2.783  0.00
H  -0.515  1.697  -4.870  0.00
H  1.450  3.077  -5.344  0.00
H  3.552  2.713  -4.092  0.00
H  3.667  0.929  -2.379  0.00
H  1.706  -0.470  -1.913  -0.05
C  2.998  -2.341  0.318  -0.03
C  1.547  -2.627  0.037  0.25
O  0.799  -1.671  -0.399  -0.01
C  1.022  -3.953  0.175  0.01
C  1.807  -5.035  0.625  0.18
C  1.271  -6.303  0.738  -0.10
C  -0.060  -6.546  0.409  0.19
C  -0.851  -5.485  -0.031  -0.12
C  -0.327  -4.215  -0.145  0.13
H  3.180  -1.276  0.181  0.02
H  3.653  -2.908  -0.354  0.01
H  3.275  -2.602  1.343  0.02
H  2.840  -4.868  0.903  0.04
H  1.895  -7.115  1.094  -0.01
H  -0.477  -7.541  0.505  0.02
H  -1.893  -5.658  -0.277  0.00
H  -0.934  -3.385  -0.475  0.10

=====

[3]
Formula: C32H41IrN2PS2
Source: the OMol25 dataset
Level of theory: ωB97M-V/def2-TZVPD

Results
Total energy in eV: -70614.5086
2S+1: 2
Charge: +2
Expectation value of S²: 0.76
Energy above the lowest of the compared OMol25 structures with the same formula, charge and spin in eV: 0.000

Last column: Mulliken spin population.
Positions of all 79 atoms, in Å:
Ir  1.530  0.289  1.276  0.45
S  3.298  2.320  -2.252  0.02
C  2.470  3.591  -1.395  -0.01
C  2.371  4.930  -1.757  0.00
C  1.742  5.785  -0.874  0.00
C  1.253  5.318  0.350  0.00
C  1.349  3.987  0.704  0.02
C  1.940  3.107  -0.199  -0.03
N  2.160  1.729  -0.040  0.03
C  2.906  1.226  -1.024  0.00
C  3.325  -0.157  -0.909  -0.01
C  4.204  -0.779  -1.784  0.01
C  4.645  -2.066  -1.505  0.00
C  4.230  -2.697  -0.346  0.00
C  3.335  -2.078  0.531  0.00
C  2.852  -0.816  0.240  -0.02
H  2.786  5.292  -2.687  0.00
H  1.653  6.834  -1.120  0.00
H  0.807  6.019  1.043  0.00
H  1.012  3.656  1.676  0.00
H  4.563  -0.261  -2.666  0.00
H  5.332  -2.560  -2.178  0.00
H  4.600  -3.686  -0.108  0.00
H  3.045  -2.608  1.429  0.00
S  1.631  -0.991  3.083  0.38
C  0.394  -0.422  4.092  -0.04
N  -0.460  -0.063  4.779  0.11
C  -0.869  -0.289  -4.010  0.00
C  -1.129  1.009  -3.224  0.00
C  -0.519  0.953  -1.816  -0.01
C  -0.667  -0.469  -1.261  -0.08
C  0.182  -1.482  -2.066  0.00
C  0.391  -0.984  -3.503  0.00
P  -0.467  -0.625  0.536  0.10
C  -0.859  -2.306  1.110  0.03
C  0.050  -3.461  0.693  0.01
C  -0.234  -4.661  1.615  0.00
C  -1.715  -4.729  2.025  0.00
C  -2.594  -4.144  0.926  0.00
C  -2.339  -2.633  0.771  0.00
C  -1.565  0.489  1.474  -0.01
C  -2.981  0.789  0.906  0.00
C  -3.199  2.285  0.681  0.00
C  -2.920  3.117  1.938  0.00
C  -1.649  2.663  2.693  0.00
C  -0.798  1.781  1.781  0.02
H  -0.792  -0.073  -5.074  0.00
H  -1.715  -0.973  -3.902  0.00
H  -2.203  1.195  -3.152  0.00
H  -0.703  1.863  -3.752  0.00
H  -0.987  1.699  -1.173  0.00
H  0.541  1.200  -1.871  0.00
H  -1.726  -0.740  -1.367  0.01
H  -0.342  -2.439  -2.089  0.00
H  1.146  -1.660  -1.584  0.00
H  0.656  -1.829  -4.137  0.00
H  1.238  -0.291  -3.543  0.00
H  -0.779  -2.192  2.198  -0.01
H  1.101  -3.181  0.746  0.00
H  -0.150  -3.724  -0.346  0.00
H  0.397  -4.600  2.504  0.00
H  0.052  -5.574  1.092  0.00
H  -1.883  -4.176  2.955  0.00
H  -1.996  -5.760  2.236  0.00
H  -3.651  -4.305  1.132  0.00
H  -2.380  -4.653  -0.017  0.00
H  -2.994  -2.073  1.442  0.00
H  -2.589  -2.332  -0.249  0.00
H  -1.675  -0.046  2.423  0.00
H  -3.714  0.424  1.627  0.00
H  -3.172  0.242  -0.018  0.00
H  -4.226  2.446  0.353  0.00
H  -2.571  2.634  -0.143  0.00
H  -3.773  3.061  2.615  0.00
H  -2.826  4.164  1.650  0.00
H  -1.906  2.083  3.581  0.00
H  -1.081  3.526  3.041  0.00
H  0.163  1.568  2.331  0.00
H  -0.551  2.315  0.865  0.00

=====

The lowest energy above the lowest of the compared OMol25 structures with the same formula, charge and spin belongs to which entry? C32H41IrN2PS2